DFT (ωB97M-V with the def2-TZVPD basis set) results for a 2-piece molecular cluster, C13H27BrN3 overall at a distorted geometry.

```
44
C13H27BrN3 | OMol25 | ωB97M-V with the def2-TZVPD basis set
N 3.717 -1.587 2.249
C 2.657 -0.657 1.792
C 1.250 -1.316 1.562
C 1.223 -2.641 0.698
C 2.390 -2.827 -0.335
N 2.659 -1.653 -1.202
C 3.990 -1.400 -1.375
N 3.991 -0.269 -2.159
C 2.703 0.142 -2.462
Br 2.195 1.672 -3.511
C 1.789 -0.774 -1.834
H 4.316 -1.835 1.454
H 4.345 -1.013 2.826
H 2.917 -0.087 0.850
H 2.521 0.133 2.578
H 0.555 -0.573 1.099
H 0.816 -1.567 2.569
H 1.164 -3.551 1.346
H 0.268 -2.620 0.098
H 3.305 -3.221 0.180
H 2.077 -3.663 -1.025
H 4.845 -1.981 -0.970
H 4.876 0.160 -2.424
H 0.686 -0.811 -1.790
C -4.435 3.623 -0.050
C -3.653 2.750 0.925
C -2.269 2.359 0.408
C -2.264 1.516 -0.870
C -3.041 0.202 -0.788
C -2.479 -0.766 0.246
H -4.629 3.105 -0.991
H -5.399 3.899 0.380
H -3.889 4.544 -0.270
H -4.238 1.857 1.168
H -3.530 3.299 1.863
H -1.736 1.823 1.201
H -1.688 3.269 0.221
H -1.222 1.297 -1.136
H -2.665 2.109 -1.698
H -3.010 -0.280 -1.770
H -4.096 0.394 -0.576
H -1.433 -1.007 0.026
H -3.047 -1.699 0.239
H -2.533 -0.356 1.256
```

Values from the calculation:
Charge = +1
Strongest force on any atom = 3.7 eV/A
E_tot = -3249.5470 hartree
HOMO energy = -0.4729 Eh
LUMO level = -3.412 eV
Molar mass = 305.28 Da
Gap between HOMO and LUMO = 0.3475 Ha

DFT (ωB97M-V with the def2-TZVPD basis set) results for C13H27ClGeNOPdS4SeSi3 as an isolated structure at a distorted geometry.

```
53
C13H27ClGeNOPdS4SeSi3 | OMol25 | ωB97M-V with the def2-TZVPD basis set
Pd -0.042 0.353 -0.286
O 4.322 -0.826 4.969
C 3.563 -0.623 4.044
S 3.934 -0.990 2.362
C 2.478 -0.310 1.644
C 1.592 0.244 2.500
S 0.049 0.901 2.068
S 2.025 0.220 4.207
S 2.242 -0.445 -0.063
C -4.375 -0.039 0.029
Si -3.393 -1.253 -0.997
C -4.425 -2.840 -1.029
C -3.246 -0.663 -2.762
Ge -1.238 -1.694 -0.037
Si -1.573 -2.447 2.218
C -2.560 -1.242 3.259
C -2.586 -4.044 2.285
C 0.065 -2.844 3.029
Si -0.232 -3.528 -1.240
C -0.057 -3.233 -3.076
C 1.433 -4.014 -0.535
C -1.309 -5.077 -1.088
H -5.310 0.213 -0.481
H -3.819 0.883 0.191
H -4.622 -0.461 1.007
H -5.409 -2.609 -1.451
H -4.574 -3.250 -0.029
H -3.968 -3.614 -1.646
H -4.212 -0.290 -3.117
H -2.919 -1.473 -3.419
H -2.509 0.138 -2.835
H -3.608 -1.225 2.950
H -2.160 -0.232 3.181
H -2.520 -1.548 4.309
H -3.582 -3.917 1.858
H -2.702 -4.325 3.337
H -2.102 -4.871 1.768
H 0.776 -2.034 2.877
H 0.502 -3.752 2.606
H -0.063 -2.993 4.106
H 0.426 -2.276 -3.272
H -1.035 -3.215 -3.563
H 0.535 -4.042 -3.519
H 2.097 -3.152 -0.477
H 1.896 -4.781 -1.166
H 1.326 -4.420 0.475
H -2.303 -4.935 -1.511
H -1.428 -5.405 -0.056
H -0.819 -5.885 -1.643
Se -1.541 2.322 -0.989
C -2.498 3.126 0.373
N -3.130 3.652 1.191
Cl 0.251 0.197 -2.756
```

Values from the calculation:
Charge = -2
Strongest force on any atom = 1.0 eV/A
E_tot = -8169.4736 hartree
ΔE to the lowest compared entry with this formula, charge and spin = 4.8 kcal per mole
<S²> = 0.758
HOMO energy (alpha / beta) = -0.0383 / -0.0580 Eh
LUMO level (alpha / beta) = 4.297 / 4.377 eV
2S+1 = 2
Molar mass = 719.33 Da
Gap between HOMO and LUMO (alpha / beta) = 0.1962 / 0.2189 Ha

DFT (ωB97M-V with the def2-TZVPD basis set) results for a 3-piece molecular cluster, C13H27ClN3O7P2 overall at a distorted geometry.

```
53
C13H27ClN3O7P2 | OMol25 | ωB97M-V with the def2-TZVPD basis set
C 0.950 0.793 1.152
C 1.154 -0.033 -0.274
C -0.018 0.348 -1.378
Cl 0.467 -0.515 -2.961
N -1.398 -0.247 -1.004
N -1.298 -1.305 -0.166
C -2.538 -2.005 0.238
C -2.561 -3.342 1.229
C -2.851 -2.992 2.805
O -4.091 -2.952 3.346
C -3.963 -1.484 -0.344
P -5.623 -2.373 0.089
O -6.940 -1.186 -0.003
O -5.947 -3.417 -1.310
C -4.055 -0.188 -1.367
C -2.537 0.439 -1.687
P -2.482 1.916 -2.898
N -1.641 1.664 -4.257
O -1.819 3.319 -2.044
O -4.153 2.319 -3.348
H 1.280 1.913 0.903
H 1.780 0.385 1.890
H -0.140 0.729 1.573
H 2.168 0.400 -0.733
H 1.334 -1.180 -0.136
H -0.030 1.516 -1.446
H -1.538 -3.907 1.084
H -3.401 -4.119 0.890
H -1.957 -2.804 3.567
H -7.158 -1.028 0.983
H -6.852 -3.865 -1.198
H -5.042 0.238 -1.836
H -0.849 2.370 -4.333
H -1.934 3.175 -1.042
H -4.483 2.874 -2.554
C 5.480 1.304 -3.622
C 4.344 1.630 -2.675
O 4.323 0.698 -1.604
H 5.370 0.290 -4.021
H 5.507 2.011 -4.456
H 6.442 1.338 -3.100
H 3.384 1.573 -3.196
H 4.454 2.637 -2.262
H 5.177 0.762 -1.143
C 3.381 -0.145 5.464
C 4.256 0.200 4.277
O 3.558 1.068 3.396
H 2.455 -0.626 5.133
H 3.903 -0.818 6.151
H 3.092 0.760 6.009
H 4.524 -0.705 3.723
H 5.178 0.694 4.599
H 3.332 1.872 3.895
```

Values from the calculation:
Charge = +1
Strongest force on any atom = 8.9 eV/A
E_tot = -2344.7944 hartree
HOMO energy = -0.4473 Eh
LUMO level = -5.806 eV
Molar mass = 434.77 Da
Gap between HOMO and LUMO = 0.2339 Ha

- What is the strongest force on any atom in the second record?
  1.0 eV/A